# 1
C9H5NO4SY | wB97M-V/def2-TZVPD

Positions of all 21 atoms, in Å:
O (-2.7089, 1.2175, -1.6702)
C (-1.7459, 0.9535, -1.0656)
Y (-0.3547, -0.5799, 0.1511)
O (-3.0127, -1.9122, -5.2108)
C (-2.4641, -1.7018, -4.2348)
C (-2.6418, -1.1890, -0.5106)
O (-3.6635, -1.6516, -0.8778)
C (-0.8942, -2.8911, -0.7123)
O (-1.3388, -3.8651, -1.1816)
S (-1.2018, 0.3086, 2.5453)
C (0.4276, 0.7536, 1.9775)
N (0.5015, 1.6335, 0.8750)
C (1.7276, 2.1069, 0.4567)
C (2.8455, 1.3321, 0.6822)
C (2.7579, 0.2534, 1.5589)
C (1.5517, -0.0989, 2.1766)
H (-0.3589, 2.1199, 0.5630)
H (1.6903, 3.0048, -0.1389)
H (3.7796, 1.4840, 0.1053)
H (3.6597, -0.2968, 1.7153)
H (1.4439, -0.9814, 2.7955)

Forces on atoms 1 to 6 (eV/Å):
O 5.3 -0.8 3.1
C -6.0 2.4 -4.3
Y 0.2 -1.2 0.6
O 1.3 0.5 2.3
C -1.3 -0.5 -2.2
C -7.9 -3.7 -2.0

charge: +3
strongest force on any atom: 9.0 eV Å⁻¹
orbital gap: 7.01 eV
LUMO energy: -14.213 eV
molar mass: 312.11 g/mol

# 2
C9H6F18NaO21S6 | wB97M-V/def2-TZVPD

Positions of all 61 atoms, in Å:
Na (12.9763, -5.0648, -4.8028)
C (10.3430, -5.0045, -0.9477)
F (10.3738, -6.2949, -0.8165)
F (9.6281, -4.5488, -2.0349)
F (9.7612, -4.4123, 0.0699)
S (12.1213, -4.3677, -1.0392)
O (12.0190, -2.9052, -1.0003)
O (12.7494, -4.8924, 0.1431)
O (12.7203, -4.9363, -2.3081)
C (8.6466, -7.9079, -3.6846)
F (9.2787, -7.7879, -2.5099)
F (8.8001, -9.1969, -4.0886)
F (7.3107, -7.6616, -3.5391)
S (9.5192, -6.6102, -4.9225)
O (10.9700, -6.5343, -4.5784)
O (9.3143, -7.2908, -6.2548)
O (8.8825, -5.3117, -4.8644)
C (17.7656, -3.8989, -3.4470)
F (18.1182, -5.0329, -4.0842)
F (18.5343, -3.5967, -2.4069)
F (17.8671, -2.9471, -4.3256)
S (15.8756, -4.0648, -2.8666)
O (15.9452, -5.0340, -1.8078)
O (15.3978, -2.7652, -2.4122)
O (15.1195, -4.5135, -4.0535)
C (12.1598, -4.3091, -9.5557)
F (13.2349, -5.0678, -9.9906)
F (12.5061, -3.1140, -9.0303)
F (11.3758, -4.0419, -10.6035)
S (11.1534, -5.2851, -8.2620)
O (12.1694, -5.7706, -7.3125)
O (10.1374, -4.3703, -7.7488)
O (10.5872, -6.3891, -9.0059)
C (16.6025, -8.2573, -4.6709)
F (16.8593, -7.0614, -5.1018)
F (16.7452, -9.1659, -5.6506)
F (17.3782, -8.5986, -3.6732)
S (14.6540, -8.3082, -4.1756)
O (13.9682, -7.5466, -5.2215)
O (14.2999, -9.7970, -4.1226)
O (14.6265, -7.6257, -2.9010)
C (12.1290, -0.1740, -6.5512)
F (13.4537, -0.1704, -6.8184)
F (11.7602, 1.0330, -6.1373)
F (11.4704, -0.3658, -7.7175)
S (11.6725, -1.6472, -5.2097)
O (10.2464, -1.9307, -5.2844)
O (12.5004, -2.7773, -5.6708)
O (12.0365, -1.1721, -3.8935)
C (15.5835, -3.9696, -7.0293)
O (16.1752, -3.7198, -8.3260)
C (17.0533, -2.7406, -8.5513)
O (17.6134, -2.0383, -7.6897)
O (17.3427, -2.6601, -9.8793)
C (18.4003, -1.8527, -10.3349)
H (14.6851, -4.5693, -7.1753)
H (15.2954, -3.0796, -6.4698)
H (16.2451, -4.5143, -6.3557)
H (18.1627, -0.7905, -10.2760)
H (18.6292, -2.1334, -11.3629)
H (19.3576, -2.0695, -9.8608)

Forces on atoms 1 to 6 (eV/Å):
Na -0.4 -0.3 0.3
C 2.2 2.9 -2.6
F -1.0 -1.1 0.2
F 0.5 -1.4 0.8
F -1.1 0.0 2.0
S 2.5 0.8 -3.8

charge: -5
strongest force on any atom: 5.3 eV Å⁻¹
orbital gap: 4.39 eV
LUMO energy: 7.879 eV
molar mass: 1007.48 g/mol
energy relative to the best compared isomer or geometry (same formula, charge and spin): 3.299 eV

# 3
C9H6F3N3O3S2 | wB97M-V/def2-TZVPD

Positions of all 26 atoms, in Å:
F (5.4526, -0.4055, -0.2084)
C (4.6658, 0.2065, 0.7211)
F (4.0451, -0.7388, 1.4875)
F (5.4972, 0.9636, 1.5083)
S (3.4730, 1.3593, 0.0479)
N (2.0412, 0.2381, -0.0275)
C (1.8702, -0.9879, -0.7859)
O (2.7481, -1.6681, -1.2969)
C (0.3834, -1.1611, -0.8569)
C (-0.1673, 0.1062, -1.0443)
C (-1.5419, 0.3987, -1.0429)
C (-2.3579, -0.6179, -0.5620)
C (-1.8810, -1.9161, -0.4979)
C (-0.5304, -2.2458, -0.8119)
S (0.8541, 1.4164, -0.4070)
O (0.2802, 1.9321, 0.7662)
O (1.3179, 2.2536, -1.4754)
H (-1.7873, 1.4573, -1.1692)
H (-3.3274, -0.3310, -0.0635)
H (-2.5449, -2.6561, -0.1009)
H (-0.2422, -3.2806, -0.9564)
C (-3.1261, 0.9287, 1.2176)
N (-4.4305, 1.3117, 1.3407)
N (-5.5685, 1.5040, 1.3331)
H (-2.4248, 1.7079, 0.9159)
H (-2.6986, 0.2248, 1.9687)

Forces on atoms 1 to 6 (eV/Å):
F -1.0 0.5 1.2
C 0.6 -0.6 0.9
F 1.1 0.8 -0.8
F -0.6 -0.9 -0.6
S -0.3 -1.5 -0.7
N 1.5 1.7 -0.2

strongest force on any atom: 4.1 eV Å⁻¹
orbital gap: 8.05 eV
LUMO energy: -0.659 eV
molar mass: 325.29 g/mol
energy relative to the best compared isomer or geometry (same formula, charge and spin): 1.177 eV

# 4
C9H6N2OS | wB97M-V/def2-TZVPD

Positions of all 19 atoms, in Å:
C (3.5954, -1.1230, -0.3146)
C (2.9338, 0.0053, -0.5431)
C (1.8230, 1.1910, -0.6839)
C (0.3487, 0.6149, -0.2562)
C (0.0542, -0.8718, -0.7009)
C (-1.3295, -1.6021, -0.3181)
O (-1.5894, -2.9584, -0.7125)
C (-2.3714, -0.7515, 0.4941)
C (-2.0169, 0.7519, 0.9149)
N (-2.8533, 1.6772, 1.6973)
S (-1.9692, 3.1543, 1.8533)
N (-0.4626, 2.9158, 1.0006)
C (-0.6632, 1.5241, 0.5602)
H (4.0388, -2.1128, 0.0969)
H (1.7895, 1.6220, -1.7481)
H (2.1393, 2.0357, 0.0565)
H (0.8148, -1.5067, -1.2948)
H (-0.7213, -3.3961, -0.8974)
H (-3.3912, -1.2050, 0.7821)

Forces on atoms 1 to 6 (eV/Å):
C -3.9 5.8 -0.5
C 2.2 -5.8 1.4
C 0.5 -0.9 0.9
C -0.4 -2.7 -0.7
C -2.2 2.7 2.1
C -0.4 3.9 1.6

strongest force on any atom: 7.0 eV Å⁻¹
orbital gap: 7.14 eV
LUMO energy: -1.407 eV
molar mass: 190.23 g/mol
energy relative to the best compared isomer or geometry (same formula, charge and spin): 7.980 eV